[1]
Formula: C7H15NO2
Source: the OMol25 dataset
Level of theory: the ωB97M-V functional and the def2-TZVPD basis

XYZ file:
```
25
C7H15NO2, DFT the ωB97M-V functional and the def2-TZVPD basis
C -1.809 1.618 1.433
C -1.396 0.339 0.762
N 0.420 0.246 0.864
C 1.073 -0.215 2.081
C 0.861 -0.805 -0.478
C 2.263 -0.431 -0.942
O 0.569 -1.968 -0.210
C -0.212 0.029 -1.653
C -1.041 -0.944 -2.453
O -0.076 1.196 -1.922
H -1.471 1.658 2.467
H -1.410 2.463 0.868
H -2.900 1.697 1.420
H -1.910 0.207 -0.185
H -1.557 -0.574 1.323
H 0.724 1.182 0.612
H 0.883 -1.287 2.172
H 2.155 -0.064 2.040
H 0.678 0.307 2.955
H 2.990 -0.759 -0.199
H 2.354 0.639 -1.118
H 2.475 -0.964 -1.869
H -1.384 -1.755 -1.814
H -1.880 -0.440 -2.932
H -0.397 -1.376 -3.221
```

Output
SMILES: CC[N@@H+](C)[C@@](C)([O-])C(C)=O
Multiplicity: 1

[2]
Formula: C7H15NO2
Source: the OMol25 dataset
Level of theory: the ωB97M-V functional and the def2-TZVPD basis

XYZ file:
```
25
C7H15NO2, DFT the ωB97M-V functional and the def2-TZVPD basis
C -2.617 -1.383 -1.947
C -1.393 -0.569 -1.545
C -1.316 -0.352 -0.036
N -0.021 0.080 0.466
C 1.013 -0.935 0.663
C 2.280 -0.150 1.016
C 2.184 1.171 0.245
C 0.711 1.499 0.107
O 0.220 2.336 -0.633
H -2.707 -1.448 -3.040
H -2.556 -2.409 -1.553
H -3.539 -0.928 -1.557
H -0.480 -1.072 -1.895
H -1.417 0.413 -2.041
H -2.047 0.416 0.255
H -1.601 -1.279 0.492
H 0.716 -1.636 1.460
H 1.177 -1.509 -0.262
H 2.289 0.054 2.097
H 3.184 -0.711 0.755
H 2.687 2.004 0.753
H 2.584 1.057 -0.774
O 0.078 2.184 2.186
H -0.289 1.057 2.043
H 0.858 2.110 2.746
```

Output
SMILES: CCCN1CCCC1=O.O
Multiplicity: 1

[3]
Formula: C7H15NO2S
Source: the OMol25 dataset
Level of theory: the ωB97M-V functional and the def2-TZVPD basis

XYZ file:
```
26
C7H15NO2S, DFT the ωB97M-V functional and the def2-TZVPD basis
C 4.124 -0.378 -0.235
C 3.043 0.700 0.086
C 1.555 0.354 -0.192
C 0.516 1.326 0.400
C -0.871 0.791 -0.119
C -1.214 -0.402 0.715
N -1.733 -1.426 0.131
O -2.104 -1.403 -1.052
O -2.007 -2.585 0.827
H 3.989 -1.139 0.400
H 3.918 -0.810 -1.304
H 5.132 0.214 -0.064
H 3.167 1.664 -0.427
H 3.283 1.053 1.038
H 1.487 0.228 -1.182
H 1.545 -0.629 0.414
H 0.638 1.361 1.434
H 0.537 2.316 0.012
H -1.506 1.647 -0.145
H -0.916 0.538 -1.248
H -1.020 -0.645 1.695
H -2.630 -3.108 0.267
C -4.647 -0.046 -0.330
S -4.933 1.508 0.045
H -4.020 -0.243 -1.186
H -5.332 -0.886 0.018
```

Output
SMILES: CCCCC/C=[N+](\[O-])O.C=S
Multiplicity: 1

no.,calculated total energy (hartree)
1,-480.8505
2,-480.9031
3,-878.9144